Computed, not measured: 2 unconnected molecules or ions with the total composition C5H7N, with wB97M-V/def2-TZVPD.

Results
Multiplicity: 1
Largest force on an atom: 0.01117 Eh/bohr
ΔE to the lowest compared entry with this formula, charge and spin: 3.6556 eV
E_HOMO: -0.31137 hartree
Orbital gap: 8.0490 eV

Element x y z (Å)
C (1.885, 0.145, 0.441)
C (0.553, 0.134, 0.463)
C (-0.409, 1.227, 0.298)
C (-1.638, 0.681, 0.317)
C (-1.587, -0.810, 0.500)
N (-0.270, -1.015, 0.600)
H (2.466, -0.767, 0.549)
H (-0.168, -1.022, -2.527)
H (2.428, 1.076, 0.307)
H (-0.119, 2.266, 0.179)
H (-2.573, 1.219, 0.207)
H (-0.699, -1.197, -2.036)
H (0.129, -1.938, 0.703)